Record 1
67
Properties=species:S:1:pos:R:3:forces:R:3:mulliken_charge:R:1 method="wB97M-V/def2-TZVPD" charge=+1 relative_energy_kj_mol=106.6 energy_ev=-45014.250 homo_ev=-10.79 homo_lumo_gap_ha=0.2172 e_lumo_ev=-4.88
C -5.388 -0.490 0.736 -1.1215 0.5335 0.1194 -1.4132
C -4.073 -1.112 0.771 1.5292 -0.1653 -0.1505 0.6023
C -3.566 -2.198 1.426 -0.5061 0.3913 -0.0481 -1.1965
C -2.234 -2.331 0.998 1.1766 0.3029 -0.7853 -0.5504
C -1.918 -1.315 0.071 -2.2519 -0.9576 -1.5781 1.0162
B -1.205 -1.045 -1.527 -0.0910 -0.4559 3.4793 0.8907
N -1.654 -1.134 -3.058 -0.4986 0.1779 -1.6235 -0.4131
C -2.577 -2.252 -3.344 -0.5107 -0.3800 -0.1571 -0.7379
C -2.079 0.194 -3.566 -0.0582 -0.0529 -0.1741 -0.2919
C -1.312 1.102 -2.632 1.5641 1.2357 1.7973 0.3874
O -0.937 2.240 -2.802 -0.9888 -1.8697 0.0032 -0.5982
O -0.977 0.389 -1.465 -0.2271 1.0452 -2.4998 -0.1328
C -0.290 -1.375 -3.669 -0.0104 -0.0739 -0.4505 -0.6018
C 0.184 -2.486 -2.797 0.9333 -1.4080 1.5820 0.4559
O 0.815 -3.476 -3.069 -0.6085 1.2372 0.0684 -0.5931
O -0.271 -2.195 -1.530 0.7885 0.1846 -1.9418 -0.5123
O -3.088 -0.563 0.003 -1.0906 0.1654 0.0251 -0.3929
H -6.170 -1.190 1.052 0.2498 0.0435 -0.0810 0.3819
H -5.477 0.384 1.391 0.1862 -0.0795 -0.0356 0.2705
H -5.628 -0.144 -0.269 0.0008 -0.0421 -0.0420 0.3185
H -4.139 -2.828 2.097 0.3250 0.1152 -0.0420 0.4704
H -1.548 -3.057 1.410 0.0299 -0.1576 -0.3563 0.5091
H -2.566 -2.510 -4.416 -0.0619 0.1700 0.4285 0.3547
H -2.272 -3.128 -2.748 -0.1347 0.3659 -0.2942 0.2657
H -3.585 -1.938 -3.028 0.3999 -0.2079 -0.1605 0.3413
H -1.777 0.333 -4.618 -0.0677 -0.0035 0.4875 0.3177
H -3.161 0.332 -3.521 0.0961 -0.0081 0.3309 0.3857
H -0.321 -1.576 -4.748 -0.2658 -0.1911 0.4140 0.4871
H 0.375 -0.501 -3.517 -0.5224 -0.3094 0.0529 0.1912
C 2.178 5.313 -0.837 0.0386 -0.3736 0.1351 -0.4767
C 2.659 4.095 -1.337 -0.0250 -0.2252 0.3194 -0.7553
C 2.439 2.905 -0.631 -0.3703 0.2181 0.1761 -0.1147
C 1.661 2.894 0.551 0.1561 0.3871 -0.5917 -0.0290
C 1.158 1.628 1.145 -0.8634 -0.9341 -0.6249 1.0117
C 0.870 0.548 0.302 0.5530 2.4683 0.4290 -1.1483
C 0.564 -0.790 0.571 2.2758 -0.8096 1.7403 -0.5073
C 1.611 -1.754 0.269 0.6770 -0.5660 -0.8799 0.8268
C 1.775 -2.978 0.971 -0.5582 0.1716 0.0793 -0.3693
C 2.908 -3.780 0.806 0.1367 0.1032 -0.1006 -0.9032
C 3.899 -3.433 -0.124 -0.6997 0.2053 0.1353 -0.4201
C 3.725 -2.276 -0.889 -0.5042 0.5008 -0.2011 -1.1059
C 2.620 -1.447 -0.686 0.2650 -0.4254 0.0840 0.0827
C 0.989 1.541 2.592 0.1097 0.0701 1.1249 0.7877
C -0.048 0.767 3.144 0.3092 0.3687 0.2176 -0.2951
C -0.154 0.618 4.527 0.0194 0.3176 -0.2815 -0.8829
C 0.701 1.338 5.373 0.3317 -0.2433 -0.1763 -0.4837
C 1.711 2.158 4.842 -0.3655 -0.3014 -0.0785 -0.8052
C 1.885 2.214 3.460 -0.3910 -0.0756 -0.3004 -0.2308
C 1.248 4.143 1.075 -0.0098 -0.0002 -0.1001 -0.3799
C 1.495 5.337 0.388 0.3486 -0.4393 -0.2275 -0.8053
H 2.374 6.236 -1.390 -0.1417 -0.3167 0.2396 0.4013
H 3.215 4.053 -2.279 -0.1506 0.1201 0.4209 0.4048
H 2.889 1.969 -0.970 -0.2012 0.3201 -0.0649 0.3793
H 1.140 0.801 -0.713 0.2777 -0.3162 -0.1287 0.1085
H -0.222 -1.110 1.236 0.6266 0.2377 0.4376 1.1869
H 0.980 -3.299 1.654 0.4004 0.1564 -0.1521 0.2995
H 3.030 -4.698 1.389 -0.1986 0.4074 -0.2021 0.4164
H 4.765 -4.069 -0.291 -0.1845 0.0955 0.1270 0.4297
H 4.429 -2.021 -1.686 -0.1535 -0.0952 0.4015 0.4188
H 2.509 -0.556 -1.301 0.1516 -0.1949 0.1136 0.4953
H -0.789 0.339 2.471 0.1086 -0.0482 0.2865 0.6442
H -0.931 -0.036 4.929 0.2327 0.3038 0.0003 0.4269
H 0.624 1.201 6.451 -0.0735 0.1955 -0.2680 0.3970
H 2.351 2.755 5.495 -0.1648 -0.3667 -0.1922 0.4065
H 2.704 2.794 3.029 -0.2948 -0.1586 0.1839 0.5233
H 0.707 4.180 2.023 0.0690 -0.0607 -0.3618 0.4500
H 1.173 6.290 0.808 -0.0004 -0.3022 -0.0874 0.4034

Record 2
73
Properties=species:S:1:pos:R:3:forces:R:3:mulliken_charge:R:1 method="wB97M-V/def2-TZVPD" charge=+1 relative_energy_kj_mol=44.9 energy_ev=-123607.964 homo_ev=-9.50 homo_lumo_gap_ha=0.2330 e_lumo_ev=-3.15
Cs 1.830 2.139 1.028 -1.1308 2.9033 0.8050 1.2281
F -2.610 -3.724 -0.286 -0.0001 -0.1916 -0.0454 -0.3562
C -1.297 -3.641 -0.627 -0.0112 0.1543 -0.0241 0.6810
C -0.659 -2.462 -0.352 -0.0378 -0.1013 -0.0177 -0.9690
C 0.669 -2.264 -0.712 -0.0005 0.0030 -0.0931 0.0960
C 1.327 -0.980 -0.417 -0.1069 -0.3613 -0.1314 1.5555
O 0.702 -0.024 0.051 -0.3782 -1.0940 -0.4585 -0.9627
C 2.739 -0.952 -0.714 -0.0580 0.4256 0.3590 0.1432
C 3.321 -1.975 -1.361 0.0094 -0.0365 0.0386 -0.0464
N 2.659 -3.121 -1.745 0.1284 0.1163 -0.1805 0.1681
C 3.350 -4.099 -2.545 0.0605 -0.0646 0.0937 -0.3349
C 2.843 -4.384 -3.930 -0.1287 -0.0334 -0.0708 -0.3891
C 4.124 -3.634 -3.740 0.1201 0.0310 -0.0282 -0.8856
C 1.350 -3.302 -1.370 -0.2172 0.0679 0.1419 -1.3113
C 0.686 -4.514 -1.601 0.0656 -0.1462 -0.0198 0.2985
C -0.641 -4.715 -1.251 0.0535 0.1695 0.1314 -0.4244
N -1.234 -5.990 -1.477 -0.0281 -0.1040 -0.0507 0.1580
C -2.601 -6.262 -1.036 0.1089 0.0547 -0.0102 -0.8022
C -2.879 -7.765 -1.225 -0.1935 0.2437 0.0168 -0.7051
N -1.561 -8.470 -1.229 -0.0603 -0.0832 0.0626 -0.1312
C -0.829 -8.156 -2.495 0.1502 0.2462 -0.2680 -0.7800
C -0.982 -6.647 -2.752 -0.1094 0.0269 0.0158 -0.5585
C 3.458 0.301 -0.189 0.6323 -1.1260 -0.7928 -0.4549
O 3.768 1.164 -1.016 0.0314 0.0946 -0.0413 -0.6738
O 3.513 0.351 1.057 1.3181 -1.3223 0.1952 -0.8766
H -1.199 -1.665 0.141 0.0151 0.0384 -0.0308 0.5273
H 4.374 -1.960 -1.610 -0.0218 0.0226 -0.0534 0.5948
H 3.775 -4.919 -1.975 -0.0290 -0.0355 -0.0344 0.3554
H 1.981 -3.817 -4.258 0.0281 0.0487 0.0293 0.2336
H 2.874 -5.400 -4.301 0.0740 -0.0096 0.0549 0.2822
H 4.133 -2.578 -3.972 -0.0822 0.0012 0.0529 0.3537
H 5.056 -4.141 -3.949 -0.0169 -0.0221 0.0161 0.2645
H 1.256 -5.324 -2.031 -0.0402 -0.0396 -0.0091 0.8764
H -3.352 -5.691 -1.591 -0.0122 -0.0421 0.0115 0.4459
H -2.696 -6.007 0.014 0.0053 0.0545 0.0569 0.5316
H -3.362 -7.984 -2.175 0.0464 -0.0557 -0.0054 0.3250
H -3.501 -8.150 -0.421 0.0531 -0.0798 0.0042 0.3799
H -1.667 -9.475 -1.102 0.0060 -0.0292 0.0113 0.3371
H -1.011 -8.095 -0.452 0.0416 -0.0267 0.0141 0.3713
H -1.270 -8.743 -3.299 -0.0115 -0.0860 0.0607 0.3593
H 0.212 -8.446 -2.366 -0.0199 -0.0362 0.0855 0.4384
H -1.802 -6.461 -3.458 0.0092 -0.0003 0.0014 0.3074
H -0.076 -6.270 -3.210 0.0184 0.0233 -0.0441 0.4039
C 1.408 2.402 5.275 0.0417 -0.0586 0.0796 -0.9787
O 0.968 3.082 4.111 -0.0004 0.0362 -0.1521 -0.2574
C 0.313 4.258 4.288 -0.0435 0.0625 0.0459 0.7370
C 0.026 4.806 5.524 0.0545 -0.1005 -0.0124 -0.5612
C -0.653 6.016 5.597 -0.0971 0.1775 0.1152 -0.7451
Br -1.041 6.749 7.305 0.0304 -0.0520 -0.1002 -0.2236
C -1.046 6.687 4.468 0.0319 -0.0566 -0.0036 -0.5722
C -0.762 6.143 3.209 0.0885 -0.1471 0.1317 1.2933
C -0.080 4.923 3.110 -0.0710 0.0941 -0.0301 -0.1927
O 0.221 4.349 1.929 -0.3715 0.5086 0.2407 -0.6492
C -1.160 6.830 1.986 -0.0601 0.0953 -0.2535 -0.0999
N -0.930 6.359 0.781 0.1129 -0.2201 0.1408 -0.4307
C -1.442 7.283 -0.108 -0.1373 0.2499 0.0950 0.3769
C -1.461 7.283 -1.500 0.0051 -0.0019 0.0329 -0.7793
C -2.048 8.362 -2.130 0.0213 -0.0445 -0.0845 -0.5269
C -2.605 9.422 -1.402 -0.0209 0.0392 0.0492 -0.4136
C -2.594 9.437 -0.021 -0.0340 0.0680 0.0787 -0.9981
C -2.003 8.351 0.612 0.1086 -0.2120 -0.2790 0.5975
N -1.809 8.030 1.940 -0.0013 0.0252 0.1388 -0.0249
H 0.565 2.110 5.906 -0.0047 0.0159 -0.0158 0.3661
H 2.102 3.016 5.854 -0.0100 0.0099 -0.0148 0.3744
H 1.925 1.509 4.933 -0.0079 0.0114 -0.0368 0.2389
H 0.321 4.308 6.435 -0.0060 0.0097 -0.0103 0.4871
H -1.571 7.627 4.564 -0.0050 -0.0001 0.0130 0.4432
H -0.152 4.956 1.222 0.0950 -0.1062 -0.0237 0.7020
H -1.027 6.462 -2.055 -0.0069 0.0136 -0.0148 0.4291
H -2.078 8.397 -3.211 0.0031 -0.0107 0.0108 0.3758
H -3.053 10.249 -1.936 0.0012 -0.0020 0.0044 0.3921
H -3.023 10.258 0.538 -0.0011 -0.0017 -0.0210 0.3779
H -2.083 8.589 2.727 0.0034 -0.0014 0.0269 0.2082

Record 3
64
Properties=species:S:1:pos:R:3:forces:R:3:mulliken_charge:R:1 method="wB97M-V/def2-TZVPD" charge=0 multiplicity=6 energy_ev=-136957.516 homo_ev="-7.45 / -7.56" homo_lumo_gap_ha="0.2682 / 0.2722" e_lumo_ev="-0.15 / -0.15"
Mn 0.489 -0.592 1.192 0.6110 -0.4763 -0.2796 -1.4944
Br 1.438 -2.202 2.917 -0.0222 0.1692 -0.0353 -0.5496
C -1.135 -0.273 3.424 -0.1183 -0.1109 0.2158 0.1767
C -1.713 -0.503 4.620 0.0709 -0.0529 -0.0541 -1.3535
C -2.667 0.449 5.064 -0.0514 0.0990 -0.0161 -0.3738
C -2.950 1.552 4.304 -0.0554 -0.0026 0.0878 -1.0468
C -2.307 1.777 3.061 0.0634 -0.1226 0.0041 0.9938
C -2.553 2.927 2.273 0.0106 0.0949 -0.0744 -0.7774
C -1.875 3.122 1.102 -0.0579 0.0592 0.0423 -0.9903
C -0.936 2.171 0.639 0.0604 -0.0004 -0.0089 0.8131
C -0.694 1.019 1.333 -0.1068 -0.1197 0.3023 -1.2525
C -1.362 0.818 2.582 -0.2062 0.4552 -0.1533 1.5119
H -1.456 -1.371 5.215 -0.0421 0.0364 0.0083 0.4599
H -3.167 0.304 6.015 0.0263 -0.0099 -0.0255 0.3937
H -3.673 2.285 4.654 0.0785 -0.0757 -0.0374 0.3704
H -3.269 3.661 2.628 0.0408 -0.0422 -0.0258 0.3609
H -2.046 4.026 0.526 0.0027 -0.0404 0.0213 0.4249
H -0.382 2.387 -0.272 -0.0381 0.0088 0.0432 0.5204
N 2.566 -1.828 -0.102 -0.3804 0.1586 0.0842 -0.1542
C 2.767 -1.165 -1.293 0.1568 0.1056 -0.3837 0.5617
C 2.926 -1.872 -2.492 0.0013 -0.0343 0.1712 -0.9754
C 3.047 -1.206 -3.702 -0.0704 -0.1098 -0.1238 -0.5070
C 2.979 0.178 -3.749 -0.0079 0.1143 0.0529 -0.9502
C 2.855 0.886 -2.555 0.0638 -0.0609 0.0421 -0.6758
C 2.784 0.248 -1.316 -0.0854 -0.0690 0.1505 1.0972
C 2.851 1.028 -0.039 0.0557 0.0564 -0.0260 1.6761
C 3.866 2.001 0.033 -0.1983 -0.1170 0.0396 -0.6061
C 4.059 2.751 1.177 0.0581 0.0236 -0.0637 -0.7571
C 3.241 2.529 2.277 0.0583 0.0934 0.0816 -0.6939
C 2.246 1.572 2.211 -0.0957 -0.0915 -0.0315 -0.8442
C 2.014 0.791 1.069 0.2329 0.1949 0.0007 -0.5409
H 2.885 -1.390 0.747 0.1851 0.0523 0.1317 0.2837
H 2.647 -2.827 -0.083 0.0300 -0.1900 -0.0476 0.2238
H 2.969 -2.959 -2.460 0.0031 0.1215 0.0064 0.3757
H 3.182 -1.780 -4.614 0.0009 0.0525 0.0770 0.3828
H 3.059 0.705 -4.695 -0.0089 -0.0396 0.0949 0.4188
H 2.846 1.971 -2.566 -0.0011 -0.0313 -0.0228 0.5525
H 4.522 2.138 -0.817 0.0312 0.0208 -0.0401 0.5034
H 4.852 3.490 1.218 -0.0598 -0.0568 -0.0086 0.3720
H 3.384 3.101 3.189 -0.0111 -0.0391 -0.0629 0.4187
H 1.618 1.425 3.083 -0.0088 -0.0156 0.0237 0.4071
C -0.241 -1.436 -2.999 -0.1302 0.0395 -0.0330 -1.0437
N -1.431 -0.544 -2.861 0.2598 0.0287 0.0766 0.1699
C -1.318 0.628 -3.765 -0.0019 0.0388 0.0436 -0.8083
C -1.617 -0.121 -1.411 -0.0669 -0.1366 -0.1042 -0.3257
C -1.981 -1.311 -0.566 -0.0258 0.1003 -0.1439 1.3299
C -3.186 -1.952 -0.868 -0.0376 0.0215 -0.0565 -0.7108
C -3.548 -3.107 -0.198 -0.0544 -0.0038 -0.0168 -0.8871
C -2.699 -3.596 0.786 0.0264 -0.0357 0.0440 -0.6505
C -1.526 -2.923 1.102 0.0833 0.0303 0.0153 -0.3342
C -1.113 -1.750 0.442 -0.2662 -0.0763 -0.0544 0.5142
H -0.193 -1.822 -4.015 -0.0408 0.0354 0.0227 0.4862
H -0.321 -2.243 -2.277 -0.0299 0.0131 0.0267 0.3519
H 0.640 -0.838 -2.792 0.0485 0.0607 0.0336 0.3649
H -2.258 -1.081 -3.103 -0.1680 -0.1223 -0.0644 0.4355
H -0.449 1.208 -3.458 -0.0278 -0.0270 0.0219 0.3040
H -2.219 1.235 -3.688 0.0461 -0.0493 0.0234 0.3431
H -1.178 0.285 -4.787 -0.0152 -0.0283 -0.0200 0.3599
H -2.378 0.659 -1.418 -0.0652 0.0088 -0.0089 0.4960
H -0.673 0.318 -1.114 0.1280 0.0287 0.0183 -0.6070
H -3.869 -1.532 -1.609 0.0582 -0.0287 0.0400 0.3991
H -4.484 -3.606 -0.424 0.0682 0.0385 0.0140 0.3768
H -2.966 -4.499 1.326 0.0218 0.0500 -0.0236 0.4073
H -0.903 -3.313 1.898 -0.0257 0.0059 -0.0149 0.2725

Record 4
71
Properties=species:S:1:pos:R:3:forces:R:3:mulliken_charge:R:1 method="wB97M-V/def2-TZVPD" charge=-2 relative_energy_kj_mol=5.5 energy_ev=-85553.437 homo_ev=-0.47 homo_lumo_gap_ha=0.1901 e_lumo_ev=4.70
Pd 1.054 -0.402 -1.398 -0.1156 0.2187 0.5923 -1.4024
C 2.478 0.364 1.284 -0.0796 0.0754 0.0064 -0.7666
C 1.237 -0.408 1.772 0.0645 -0.1702 -0.0101 -0.2872
P 0.763 -1.730 0.539 0.3195 0.5549 -0.1716 1.0434
C -0.656 -2.452 1.464 -0.1891 -0.1267 -0.3335 0.2657
C -0.872 -3.830 1.516 0.0594 0.0057 0.0790 -0.5245
C -2.028 -4.357 2.072 -0.0261 -0.0026 0.0112 -0.6828
C -3.017 -3.513 2.560 0.0223 0.0063 -0.0597 -0.4803
C -2.844 -2.138 2.458 0.0531 -0.0162 0.0895 -0.5618
C -1.681 -1.615 1.910 0.0422 0.0585 0.0451 -0.1831
C 2.125 -2.902 1.016 -0.0978 -0.0951 -0.0087 0.3816
C 2.235 -3.531 2.259 0.0519 0.0271 -0.0061 -0.3444
C 3.333 -4.321 2.563 0.0033 0.0294 -0.0029 -0.6067
C 4.353 -4.484 1.630 -0.0265 0.0090 0.0114 -0.3920
C 4.253 -3.866 0.392 0.0054 0.0220 0.0256 -0.5733
C 3.142 -3.086 0.082 0.0070 -0.0246 -0.0264 -0.3959
C 2.171 1.767 0.752 -0.1259 -0.0756 -0.0056 -1.4163
P 0.875 1.748 -0.608 0.3548 -0.3935 0.0754 1.7253
C -0.597 2.489 0.221 -0.1076 -0.0760 -0.1262 0.6701
C -1.597 2.967 -0.633 0.0122 0.0154 0.0157 -0.4796
C -2.805 3.426 -0.145 -0.0134 0.0395 0.0359 -0.6682
C -3.060 3.409 1.224 0.0279 -0.0267 -0.0318 -0.4737
C -2.085 2.935 2.085 0.0387 0.0009 0.0026 -0.7370
C -0.866 2.480 1.586 0.0487 0.1395 0.0449 -0.3817
C 1.496 3.293 -1.439 -0.0720 -0.0065 -0.0057 0.1418
C 2.273 3.105 -2.580 0.0064 -0.0730 -0.0688 -0.4612
C 2.843 4.189 -3.237 0.0128 0.0240 0.0006 -0.5194
C 2.641 5.479 -2.765 -0.0398 -0.0155 0.0543 -0.4088
C 1.862 5.678 -1.630 0.0224 -0.0190 0.0105 -0.6618
C 1.298 4.593 -0.972 0.0442 -0.0024 -0.0250 -0.1131
H 2.933 -0.182 0.453 0.1195 -0.0315 0.0688 0.2578
H 3.227 0.425 2.082 -0.0362 0.0368 0.0367 0.3703
H 0.375 0.252 1.830 -0.0028 -0.0168 0.0892 -0.6709
H 1.398 -0.846 2.762 -0.0390 0.0068 0.0112 0.8616
H -0.128 -4.499 1.099 0.0076 -0.0108 0.0466 0.4628
H -2.168 -5.432 2.109 0.0139 -0.0044 -0.0147 0.3350
H -3.927 -3.922 2.984 -0.0039 0.0006 0.0033 0.3304
H -3.624 -1.467 2.797 -0.0003 0.0195 -0.0332 0.4045
H -1.590 -0.544 1.779 -0.0591 -0.0104 -0.0361 0.0424
H 1.450 -3.398 2.996 -0.0004 -0.0011 -0.0050 0.3468
H 3.402 -4.802 3.533 -0.0016 -0.0009 0.0026 0.3612
H 5.222 -5.085 1.875 -0.0090 -0.0225 -0.0168 0.3414
H 5.045 -3.981 -0.339 -0.0148 0.0027 -0.0134 0.4126
H 3.066 -2.592 -0.885 0.0122 0.0124 0.0076 0.1818
H 3.075 2.157 0.279 -0.0151 0.0673 -0.0022 0.6440
H 1.888 2.468 1.547 0.0388 -0.0198 0.0125 0.4224
H -1.419 2.962 -1.702 -0.0356 -0.0549 0.0010 0.3860
H -3.564 3.778 -0.833 0.0092 -0.0176 -0.0196 0.3539
H -4.013 3.753 1.611 -0.0062 -0.0003 -0.0039 0.3212
H -2.267 2.915 3.154 0.0055 -0.0181 -0.0003 0.3655
H -0.119 2.129 2.287 -0.0155 0.0014 0.0070 0.2161
H 2.424 2.089 -2.941 0.0099 0.0056 0.0045 0.3002
H 3.442 4.027 -4.126 0.0063 -0.0298 0.0142 0.3958
H 3.088 6.325 -3.274 -0.0173 0.0024 -0.0191 0.3352
H 1.698 6.682 -1.254 0.0006 -0.0003 -0.0029 0.3682
H 0.700 4.756 -0.082 -0.0241 0.0034 -0.0280 0.3510
C -4.134 -0.698 -1.408 -0.0080 0.0138 0.0416 -2.1357
C -2.630 -0.704 -1.801 -0.1929 -0.0565 -0.2521 1.2018
O -1.818 -0.263 -0.866 -0.2260 -0.0231 -0.0772 0.1186
C -2.303 -2.179 -2.226 -0.0748 -0.0057 0.1305 0.4277
F -3.229 -2.744 -3.063 -0.0649 -0.0222 -0.0671 -0.3505
F -1.126 -2.318 -2.843 0.1074 -0.0049 -0.0187 -0.2584
F -2.285 -2.978 -1.144 0.0443 -0.0269 0.0781 -0.2030
C -2.524 0.159 -3.107 -0.0492 0.1288 0.1262 0.4327
F -3.028 1.402 -2.883 -0.0111 0.0419 0.0027 -0.2906
F -3.236 -0.315 -4.172 -0.0436 -0.0545 -0.0683 -0.3223
F -1.277 0.331 -3.540 0.0871 0.0263 -0.0237 -0.2128
H -4.274 -1.420 -0.603 0.0082 0.0146 0.0064 0.4104
H -4.801 -0.938 -2.240 -0.0407 -0.0123 0.0377 0.3708
H -4.358 0.298 -1.028 0.0138 -0.0077 0.0174 0.3573
Cl 3.084 -0.885 -2.798 0.2043 -0.0341 -0.2616 -0.7492

How do the records compare in max |F|? In the order shown, they have 3.5, 3.2, 0.8, 0.7 eV/Å.